{
  "formula": "C4H10NOS",
  "method": "ωB97M-V/def2-TZVPD",
  "homo_energy_ev": -2.170,
  "e_lumo_ev": 0.557,
  "molar_mass_g_mol": 120.20,
  "gap_ev": 2.73,
  "relative_energy_kj_mol": 683.5,
  "total_charge": -1,
  "species": ["C", "N", "C", "C", "S", "C", "O", "H", "H", "H", "H", "H", "H", "H", "H", "H", "H"],
  "positions_angstrom": [[-1.51715, -0.57353, 0.57924], [-0.16894, -0.51163, -0.05933], [0.37701, 0.78406, -0.49003], [0.99399, 0.97568, -1.75636], [-3.17015, -3.10790, 1.06077], [0.31019, 1.80063, 0.44220], [2.50243, -1.17947, 0.26301], [-1.65385, -0.17176, 1.51166], [-1.77222, -1.63789, 0.85275], [-2.44859, -0.21396, 0.00725], [-0.38479, -1.10047, -0.87369], [2.74673, -0.85957, 1.17781], [1.13232, 0.20082, -2.51289], [1.16608, 2.00358, -1.94503], [1.57096, -0.91630, 0.27215], [-0.20390, 1.71159, 1.38277], [0.51988, 2.79611, 0.08770]],
  "atomic_forces_ev_per_a": [[-0.8676, 0.2323, -2.2126], [-1.6603, -0.3701, -0.9387], [-0.2352, -0.2748, -0.7539], [-1.4840, -1.3623, 1.5275], [0.3895, 0.3892, -0.0816], [-0.5782, 0.1171, -0.1436], [0.9736, 0.4241, 2.0962], [0.5188, 1.5177, 2.3530], [0.0078, -0.7641, -0.3562], [1.7091, -0.4052, 0.1378], [1.0227, 0.4329, 0.0916], [-0.0367, -0.5986, -1.5588], [-0.0389, 0.2932, 0.3848], [0.4575, 0.6559, -0.5999], [-0.4594, -0.2767, -0.2921], [-0.0638, -0.1943, 0.1790], [0.3451, 0.1837, 0.1674]],
  "mulliken_charge": [-0.7375, -0.4343, 0.7415, -1.0784, -0.4684, -1.0822, -0.7109, 0.4632, -0.1470, 0.2902, 0.2028, 0.3066, 0.2524, 0.2676, 0.6059, 0.2923, 0.2362]
}